Entry 1:
A structure of composition CH21O10Pd in a non-equilibrium geometry, computed with ωB97M-V with the def2-TZVPD basis set.

Each line ends with the Löwdin spin population.
CARTESIAN COORDINATES (ANGSTROEM)
Pd1 -0.10684 3.17957 2.19030  0.9595
C1 0.42778 0.08343 0.77358  0.1022
O1 -0.28486 1.19872 1.14861  0.8014
H1 0.12655 -0.82910 1.28801  0.0481
H2 0.30192 -0.08488 -0.29597  0.0310
H3 1.50913 0.08035 0.91063  0.0021
O2 2.27590 -2.83699 -0.54602  0.0000
H4 2.13936 -2.62798 -1.47009  0.0000
H5 2.48660 -1.99688 -0.13854  -0.0001
O3 -1.77511 1.50204 -1.93815  0.0005
H6 -1.23858 1.68673 -1.16727  0.0004
H7 -1.36808 0.73188 -2.33491  0.0001
O4 -0.72526 -0.82802 -2.96494  0.0006
H8 -0.73640 -1.42919 -2.22016  0.0002
H9 -1.56373 -0.97335 -3.40321  0.0000
O5 2.96955 -0.83304 3.43280  0.0000
H10 2.34185 -1.54391 3.56279  0.0000
H11 3.30944 -0.97167 2.54879  0.0000
O6 -3.20144 1.72427 0.44965  -0.0019
H12 -3.10194 1.86700 -0.49161  0.0000
H13 -2.36444 1.35073 0.72554  -0.0012
O7 -1.32892 -0.45941 3.47597  0.0143
H14 -0.81798 -0.52212 2.66898  0.0008
H15 -0.95562 0.29077 3.93868  0.0002
O8 -0.75704 -2.84086 -0.76295  0.0006
H16 -1.51387 -2.70022 -0.19403  0.0000
H17 -0.03197 -3.00805 -0.16083  0.0001
O9 -0.34678 3.89514 0.12743  0.0353
H18 -1.16013 4.23769 -0.24316  0.0017
H19 0.31453 4.07048 -0.54202  0.0021
O10 1.96497 -0.77955 -2.78473  0.0018
H20 2.20356 0.14743 -2.78873  -0.0001
H21 1.00782 -0.78105 -2.79459  0.0000

Atoms 1-6, force components in eV/Å:
0.02 -0.37 -0.31
1.33 0.07 -0.68
0.21 -0.22 0.40
-0.68 -0.15 -0.09
-0.64 -0.24 -0.24
0.13 0.77 0.56

As for the spin multiplicity: 3. The LUMO energy (alpha / beta) is -5.283 / -7.706 eV. The calculation puts the energy above the lowest of the compared OMol25 structures with the same formula, charge and spin at 38.8 kJ/mol. As for the net charge: +1. Its largest force on an atom is 1.50 eV/A.

Entry 2:
A structure of composition C32H65O31V in a non-equilibrium geometry, computed with ωB97M-V with the def2-TZVPD basis set.

Each line ends with the Löwdin spin population.
CARTESIAN COORDINATES (ANGSTROEM)
V1 -0.85235 0.14040 3.87414  2.8774
C1 0.65604 -0.37185 -0.33687  0.0006
C2 -0.59594 -0.34314 0.45988  0.0021
O1 -0.60362 0.31128 1.68802  0.0311
H1 0.99781 0.64350 -0.53774  0.0001
H2 0.41669 -0.86242 -1.28035  0.0000
H3 1.36479 -0.93696 0.26846  -0.0001
H4 -0.94067 -1.37716 0.46697  0.0000
H5 -1.32522 0.19689 -0.14395  0.0002
C3 -3.15649 -3.32108 1.23687  0.0001
O2 -3.40428 -4.68405 1.50007  0.0000
C4 -2.58046 -5.63358 1.10136  0.0000
O3 -1.47063 -5.40913 0.67119  0.0000
O4 -3.17845 -6.79185 1.24346  0.0000
C5 -2.54671 -8.01079 0.70583  0.0000
H6 -4.07821 -2.85778 0.88492  0.0000
H7 -2.21793 -3.18536 0.69949  0.0001
H8 -2.78856 -2.90679 2.17554  0.0002
H9 -1.92330 -8.38772 1.51662  0.0000
H10 -1.87296 -7.87084 -0.13949  0.0000
H11 -3.24445 -8.79387 0.40910  0.0000
C6 0.87729 -3.95630 6.61061  0.0002
O5 0.30504 -2.88453 5.83300  0.0026
C7 0.55507 -2.66538 4.52389  0.0071
O6 -0.10074 -1.88598 3.89215  0.0293
O7 1.50648 -3.51931 4.03987  0.0027
C8 1.86716 -3.44655 2.63943  0.0002
H12 1.94114 -3.90946 6.37795  0.0000
H13 0.55462 -4.92908 6.23956  0.0001
H14 0.71931 -3.86181 7.68495  0.0001
H15 2.88956 -3.11282 2.46214  0.0000
H16 1.13033 -2.84164 2.11097  0.0001
H17 1.90398 -4.44089 2.19443  0.0000
C9 4.34272 0.32922 1.75354  0.0002
O8 3.14636 0.06240 2.51519  0.0014
C10 2.46823 1.01419 3.22039  0.0018
O9 1.41275 0.74478 3.84078  0.0118
O10 3.11068 2.16161 3.23764  0.0008
C11 2.43276 3.29304 3.83967  -0.0001
H18 4.44037 -0.49594 1.04808  0.0000
H19 5.24875 0.48294 2.33970  0.0000
H20 4.10304 1.14709 1.07402  0.0000
H21 2.39699 4.15432 3.17256  0.0000
H22 3.06182 3.64020 4.65935  0.0000
H23 1.44462 3.14588 4.27560  -0.0001
C12 -2.33830 2.13024 -6.17617  0.0000
O11 -1.99081 1.05167 -5.30155  0.0000
C13 -2.84075 0.32525 -4.55078  0.0000
O12 -4.10236 0.17880 -4.72057  0.0000
O13 -2.04767 -0.44860 -3.70290  0.0000
C14 -2.59869 -1.28494 -2.69983  0.0001
H24 -1.64497 2.06607 -7.01478  0.0000
H25 -2.19371 3.11202 -5.72527  0.0000
H26 -3.31311 1.99403 -6.64446  0.0000
H27 -1.85135 -1.42870 -1.91949  0.0001
H28 -3.11415 -2.18775 -3.02743  0.0000
H29 -3.44508 -0.73177 -2.29274  0.0000
C15 -2.43622 2.82595 -1.85190  0.0000
O14 -1.12203 2.48121 -2.14237  0.0000
C16 -0.34159 3.21166 -2.89346  0.0000
O15 -0.86853 4.15340 -3.57861  0.0000
O16 0.83589 2.73148 -2.87263  0.0000
C17 1.89330 3.49312 -3.45956  0.0000
H30 -2.56667 3.86316 -1.54324  0.0000
H31 -2.83670 2.10815 -1.13602  0.0000
H32 -3.00298 2.71978 -2.77689  0.0000
H33 1.82336 3.74602 -4.51751  0.0000
H34 2.75243 2.82667 -3.38311  0.0000
H35 2.02199 4.43332 -2.92331  0.0000
C18 3.59371 6.55853 -1.34620  0.0000
O17 2.80393 6.02224 -0.30162  0.0000
C19 2.72090 4.71586 0.00500  0.0000
O18 3.46761 3.84641 -0.48530  0.0000
O19 1.59503 4.59904 0.76329  0.0000
C20 0.88765 3.30374 0.80359  -0.0001
H36 3.65888 5.89274 -2.20677  0.0000
H37 4.58621 6.80846 -0.97126  0.0000
H38 3.07234 7.44955 -1.69599  0.0000
H39 1.57999 2.51116 1.08747  0.0000
H40 0.36556 2.94988 -0.08540  0.0000
H41 0.28641 3.26058 1.71174  -0.0001
C21 -8.84075 1.68309 0.73355  0.0000
O20 -7.86556 0.70872 0.32124  0.0000
C22 -6.54687 0.91046 0.65981  0.0000
O21 -6.15218 1.72157 1.48923  0.0000
O22 -5.78463 -0.07306 0.23568  0.0000
C23 -4.46459 -0.11775 0.72754  -0.0001
H42 -8.70673 2.49242 0.01582  0.0000
H43 -8.84464 2.09980 1.74074  0.0000
H44 -9.84650 1.26440 0.69817  0.0000
H45 -3.96711 0.83669 0.55531  0.0000
H46 -3.98418 -0.91425 0.15929  0.0000
H47 -4.56143 -0.37548 1.78219  0.0000
C24 2.70500 -3.02719 -5.95350  0.0000
O23 2.39201 -3.86539 -4.76233  0.0000
C25 1.67159 -3.30033 -3.74390  0.0000
O24 1.19668 -2.12206 -3.82895  0.0000
O25 1.25296 -4.27792 -2.95448  0.0000
C26 0.25556 -4.02154 -2.00977  0.0000
H48 3.11054 -3.65032 -6.75058  0.0000
H49 3.47530 -2.29785 -5.70291  0.0000
H50 1.82502 -2.49719 -6.31796  0.0000
H51 -0.46044 -3.30988 -2.42085  0.0000
H52 0.77022 -3.48198 -1.21472  0.0000
H53 -0.25425 -4.85197 -1.52132  0.0000
C27 -0.86137 5.65459 3.78120  0.0001
O26 -0.80065 4.35586 4.36175  0.0003
C28 -1.58213 3.37234 3.92079  0.0029
O27 -1.46973 2.25446 4.44562  0.0244
O28 -2.36993 3.70540 2.93466  0.0010
C29 -3.17203 2.73459 2.34246  0.0009
H54 -0.22603 6.39651 4.26494  0.0000
H55 -1.84933 6.10888 3.70593  0.0000
H56 -0.54274 5.68758 2.73933  0.0000
H57 -3.18882 2.84967 1.25869  0.0001
H58 -4.16124 2.94246 2.75031  0.0000
H59 -2.81942 1.72116 2.53414  0.0003
C30 8.19113 -1.66338 -2.35501  0.0000
O29 6.83208 -2.08712 -2.41846  0.0000
C31 6.10947 -2.16834 -1.34780  0.0000
O30 6.32448 -1.54004 -0.31191  0.0000
O31 5.04407 -2.91991 -1.62309  0.0000
C32 3.85966 -2.86522 -0.80750  0.0000
H60 8.36552 -0.63363 -2.66696  0.0000
H61 8.84177 -2.35966 -2.88413  0.0000
H62 8.59897 -1.69095 -1.34456  0.0000
H63 4.06199 -2.11809 -0.04006  0.0000
H64 3.75878 -3.83423 -0.31869  0.0000
H65 2.97696 -2.49853 -1.33142  0.0000

Atoms 1-6, force components in eV/Å:
1.97 0.65 -2.89
0.47 0.29 0.44
-1.70 0.59 0.03
-0.02 0.00 2.66
0.32 -0.10 -0.05
0.38 -0.08 -0.13

As for the spin multiplicity: 4. The LUMO energy (alpha / beta) is -3.129 / -3.099 eV. As for the net charge: +1. Its largest force on an atom is 7.04 eV/A.

Entry 3:
A structure of composition C30H24N3OReS3, computed with ωB97M-V with the def2-TZVPD basis set.

Each line ends with the Löwdin spin population.
CARTESIAN COORDINATES (ANGSTROEM)
Re1 0.30534 -0.27882 0.20746  0.0304
C1 0.89370 -2.60150 -2.31519  0.0006
C2 -0.33096 -2.86034 -1.50347  0.0037
C3 -1.11851 -3.96830 -1.80328  -0.0021
C4 -2.24821 -4.24580 -1.06877  0.0026
C5 -2.59186 -3.39772 -0.01853  -0.0012
C6 -1.80254 -2.31238 0.24864  0.0006
N1 -0.66442 -2.02625 -0.48398  -0.0036
C7 -2.16110 -1.34033 1.30498  0.0031
C8 -3.24866 -1.41676 2.16572  0.0564
C9 -3.46960 -0.37243 3.05276  -0.0107
C10 -2.64200 0.74810 3.05505  0.0615
C11 -1.57388 0.77593 2.17201  0.0000
N2 -1.34402 -0.28484 1.36037  0.0411
C12 -0.64385 1.88312 1.96595  0.2512
C13 -0.66217 3.05814 2.74711  -0.0013
C14 0.32297 3.97115 2.60988  0.1944
C15 1.46996 3.67574 1.70781  0.0406
C16 1.06836 2.73115 0.60419  0.1517
C17 1.60618 2.96235 -0.75368  0.0253
N3 0.18157 1.77941 0.84054  0.0061
H1 1.04860 -3.41066 -3.02396  0.0000
H2 1.77359 -2.52841 -1.68084  0.0001
H3 0.79362 -1.67571 -2.88410  0.0002
H4 -0.82173 -4.60870 -2.62151  -0.0001
H5 -2.86321 -5.10494 -1.30312  0.0001
H6 -3.47883 -3.59073 0.56617  -0.0002
H7 -3.91532 -2.26612 2.15028  0.0025
H8 -4.30703 -0.41542 3.73650  -0.0016
H9 -2.84763 1.57036 3.72345  0.0028
H10 -1.46051 3.22336 3.45646  -0.0034
H11 0.32912 4.89137 3.18069  0.0089
H12 1.87142 4.59379 1.27606  0.0071
H13 2.66555 3.21818 -0.74392  0.0062
H14 1.07789 3.83919 -1.15287  0.0101
H15 1.41823 2.13660 -1.43201  0.0013
O1 1.50416 -0.85767 1.49530  -0.0055
C18 2.97562 -0.70997 1.42966  0.0065
C19 3.21036 0.72160 1.91013  0.0366
C20 4.12389 1.63610 1.31143  0.0030
C21 3.89093 2.90771 1.69808  0.0347
C22 2.71339 3.06715 2.57170  0.0405
S1 2.25387 1.39813 3.10708  -0.0054
C23 3.60651 -1.71704 2.32703  0.0019
C24 3.82330 -3.03964 2.04030  0.0001
C25 4.39873 -3.74203 3.12398  0.0005
C26 4.61726 -2.94067 4.20449  0.0000
S2 4.08298 -1.34991 3.94182  0.0006
C27 3.40645 -0.78365 -0.00700  -0.0003
C28 2.70984 -0.30766 -1.07871  -0.0010
C29 3.44312 -0.35592 -2.29453  -0.0001
C30 4.69618 -0.85155 -2.09948  0.0004
S3 4.96957 -1.29873 -0.47694  0.0001
H16 4.87511 1.32627 0.59845  -0.0001
H17 4.44611 3.77156 1.34971  0.0012
H18 2.86918 3.73107 3.42348  0.0003
H19 3.58697 -3.49625 1.08886  0.0000
H20 4.65876 -4.78972 3.10095  0.0001
H21 5.06563 -3.20411 5.15013  0.0000
H22 1.67103 0.09216 -1.16051  0.0019
H23 3.06378 -0.04329 -3.25712  0.0000
H24 5.46741 -1.00825 -2.83888  0.0000

Atoms 1-6, force components in eV/Å:
0.52 -0.10 -0.17
-0.04 0.05 -0.01
0.01 0.02 -0.03
0.01 -0.03 0.03
-0.01 0.01 0.02
-0.05 -0.10 -0.02

As for the spin multiplicity: 2. The LUMO energy (alpha / beta) is -10.568 / -11.073 eV. As for the net charge: +3. Its largest force on an atom is 0.55 eV/A.

no.,DFT total energy (eV)
1,-25321.871
2,-123387.554
3,-72624.995